# 1
43
Properties=species:S:1:pos:R:3:forces:R:3 method="wB97M-V/def2-TZVPD" lumo_ev=0.37 spin_multiplicity=1 smiles="CCCCOC(=O)CNc1nnc(SCC(=O)OCC)[nH]c1=O" homo_ev=-8.40 relative_energy_kj_mol=0.0 gap_ev=8.8
H -3.18121 -2.87917 1.32544 -0.021 -0.022 0.084
C -0.30636 0.72956 -2.43242 0.055 -0.138 -0.223
H 4.20291 -2.01930 0.48605 -0.026 0.010 -0.033
N 1.02510 0.03391 -0.08269 0.877 -0.889 -0.320
S 2.80563 -1.45677 -1.32033 0.224 -0.328 -0.192
C 3.23961 -1.50946 0.43421 -0.336 0.186 -0.236
O 3.16769 0.06426 2.22763 0.036 0.060 0.126
H 2.82169 3.90732 0.88373 0.008 0.138 0.032
H -2.17307 -1.46166 1.64485 -0.036 -0.024 0.103
C 3.36496 -0.13027 1.06154 0.090 -0.327 0.230
O -3.78037 1.15916 1.80028 0.015 0.017 0.096
H 2.48960 -2.08271 0.97738 0.117 0.124 0.051
H -0.77840 -3.98302 0.98317 0.026 -0.126 0.087
H -4.55779 -0.88781 1.05961 0.063 -0.050 -0.199
H 4.26928 2.07664 1.71493 0.038 0.035 -0.195
O -0.89630 1.02422 -3.45073 -0.046 0.053 0.086
C -3.21194 1.14709 0.74337 0.126 0.392 0.079
N 0.78876 -0.10200 -2.40960 -0.015 0.049 0.169
C 3.96998 2.10957 0.66274 -0.026 0.435 0.329
H -2.25653 2.09837 -1.88196 0.109 -0.022 0.112
N -1.71973 2.05055 -1.02514 -0.219 0.258 -0.467
O 3.81445 0.76831 0.19044 0.200 0.034 -0.254
C -0.49266 -3.11655 0.39100 -0.147 0.067 -0.189
N -0.03764 0.84193 0.00365 -1.406 0.879 -0.297
H -1.62250 2.53179 0.97703 -0.227 0.041 -0.024
H -1.41697 -1.57750 -0.78928 -0.007 0.008 -0.071
C -0.67714 1.19362 -1.07594 0.516 -0.099 0.339
C 1.41141 -0.40937 -1.22464 -0.044 -0.048 0.369
H 2.39170 2.95168 -0.54244 -0.059 0.037 -0.094
H -2.21972 -3.14248 -0.89971 -0.033 0.030 -0.076
C -3.79541 -1.09735 0.30314 -0.255 -0.421 0.518
O -3.21732 0.13890 -0.12364 0.079 -0.111 -0.350
H -3.02894 3.19577 0.11454 0.054 -0.108 0.048
H 1.88166 2.41620 1.06421 -0.075 0.036 0.041
H 0.18972 -3.44324 -0.39112 0.142 -0.062 -0.013
H -4.25663 -1.53259 -0.58616 0.022 0.065 0.072
C -1.72309 -2.45293 -0.21312 0.050 -0.022 0.286
H 1.12628 -0.48866 -3.28404 -0.138 0.123 0.060
H 4.77357 2.53400 0.05696 -0.067 -0.083 0.101
C -2.70918 -2.00936 0.86660 -0.060 0.303 -0.493
H 0.02762 -2.41229 1.03701 0.093 0.041 0.082
C 2.67967 2.89928 0.50536 0.222 -0.375 0.012
C -2.38239 2.32238 0.21809 0.084 -0.168 0.208


# 2
173
Properties=species:S:1:pos:R:3:forces:R:3 method="wB97M-V/def2-TZVPD" lumo_ev=-0.90 spin_multiplicity=1 smiles="CN(C)P(=O)(N(C)C)N(C)C.CN(C)P(=O)(N(C)C)N(C)C.CN(C)P(=O)(N(C)C)N(C)C.CN(C)P(=O)(N(C)C)N(C)C.CN(C)P(=O)(N(C)C)N(C)C.O=[N+]([O-])c1ccccc1.O=[N+]([O-])c1ccccc1" homo_ev=-8.30 relative_energy_kj_mol=609.9 gap_ev=7.4
H 19.64105 27.51163 8.98765 -0.342 -0.057 0.136
C 15.15125 25.80295 16.62086 1.038 -0.007 0.674
N 22.45570 30.67565 17.29807 0.495 2.788 -0.982
H 18.63151 29.41566 5.40169 0.027 0.025 0.063
H 21.38818 29.47684 19.69966 0.651 0.442 -0.185
H 19.75278 25.60820 16.57753 -0.013 -0.132 0.697
H 6.08028 31.20326 18.06697 0.603 0.535 -0.093
H 14.29520 27.45217 14.74418 -0.244 -0.631 0.311
H 6.63581 31.70522 20.66231 -0.274 -0.145 0.416
N 25.26984 23.40944 14.06903 0.828 0.983 -0.965
H 21.53485 31.73938 5.93508 0.034 0.511 -0.002
C 10.88068 20.52368 11.47745 -1.452 -0.412 0.240
C 18.33123 30.15970 18.60476 0.690 0.257 0.409
H 20.16617 26.26937 14.60143 0.324 0.357 -0.113
H 22.55423 18.40876 12.82040 0.287 0.158 -0.435
C 22.61895 23.06767 12.04377 -0.283 -0.163 0.094
H 23.45607 22.62622 14.67163 -0.323 -0.189 0.820
H 11.84797 30.29245 17.52863 0.455 0.018 -0.243
H 12.65392 31.62047 18.45087 -0.074 -0.166 0.216
H 10.76219 24.37551 11.24037 0.177 0.054 -0.236
P 21.15718 15.39448 12.30401 -0.041 -0.639 1.695
H 15.92993 25.33901 17.22626 -0.620 -0.609 0.493
H 6.49723 30.21855 16.68255 0.153 -0.020 -0.129
P 16.87958 24.89220 14.56450 0.654 0.340 -0.582
N 19.12533 28.60125 7.28074 -0.545 2.148 0.403
H 26.38445 21.90869 15.23430 -1.018 -0.169 -0.126
N 24.45467 25.68587 12.86934 -1.262 0.164 -0.411
H 17.87564 30.95556 16.66818 -0.075 0.161 0.005
O 8.94689 32.66851 17.16717 0.711 -1.248 2.194
H 24.65064 27.49535 13.98156 -0.235 0.085 -0.668
H 23.34401 27.36151 11.97176 -0.112 -0.271 0.746
C 11.74493 31.29433 17.94543 -1.287 0.161 -0.052
H 18.11784 32.84793 7.19568 0.045 0.059 0.147
C 19.32932 17.31316 11.91758 -0.736 2.322 1.382
C 9.66169 21.15627 11.18041 0.370 1.960 -0.280
C 23.90491 26.46257 11.71603 0.753 -0.149 -0.247
C 6.64618 30.32471 17.75708 -0.256 0.717 0.237
C 19.15629 26.43746 14.22725 0.262 0.104 1.274
C 19.99152 30.97027 16.99192 -0.577 -0.069 0.475
C 10.81950 30.59119 20.10109 -0.250 -0.149 1.216
H 19.06721 16.22269 9.57041 -0.121 0.263 -0.106
H 18.85050 30.34409 10.86725 -0.385 -0.124 0.208
H 24.72519 26.84286 11.10725 0.215 -0.049 -0.185
H 24.15397 16.48083 10.74433 0.061 -0.350 0.140
H 8.69945 23.17487 10.85716 -0.222 -0.477 -0.132
H 24.57834 23.25878 16.01543 -0.172 -0.625 0.018
H 12.82804 23.29385 11.62216 0.568 -0.472 -0.020
H 18.30893 26.56794 17.09377 0.373 0.417 0.102
O 8.31637 19.25961 11.52550 0.886 0.170 -0.113
C 8.58492 33.85576 20.17204 0.830 -0.183 -1.187
C 23.06832 16.57601 10.76424 -0.529 1.053 0.966
C 20.42246 12.89533 11.56203 -0.083 0.481 0.443
C 18.69395 30.34280 9.78855 1.527 0.612 0.703
N 21.49198 13.88021 11.56645 -0.145 1.685 -1.005
H 22.38745 22.01587 11.87575 -0.357 -0.144 0.260
C 18.66445 25.66526 16.59688 -0.539 0.670 -1.493
H 18.16684 24.87018 17.15215 0.360 -0.447 -0.425
H 25.27408 22.74834 10.05712 -0.047 0.614 -0.076
O 23.38803 30.80544 18.08203 -1.149 -1.096 -0.100
C 19.38594 29.87314 19.46114 0.219 -1.025 -0.623
H 7.91414 34.15495 20.97743 0.175 0.002 -0.134
C 20.49804 31.91448 5.64790 -0.712 -1.591 1.482
N 22.47680 16.39780 12.10124 0.549 -1.245 0.149
C 21.04322 30.57574 17.82058 -0.770 -0.730 -0.068
H 10.24896 29.67220 20.23541 -0.093 -0.246 -0.196
H 8.01812 30.65995 20.91795 0.163 -0.005 -0.428
C 9.60117 22.60416 11.02333 0.879 -2.034 0.427
C 22.76544 17.38838 13.14026 0.003 -0.416 -0.027
H 19.24827 29.24194 20.32661 -0.315 0.384 0.354
H 18.34382 26.76433 7.95849 0.072 0.035 0.083
H 20.25520 32.95958 5.45579 0.165 -0.189 -0.237
O 21.64945 29.53931 7.35613 0.278 0.510 -0.738
H 17.72137 27.95043 5.70401 -0.364 0.091 0.899
H 20.56502 17.16469 9.51416 0.006 0.438 0.435
O 22.58342 30.94177 16.08445 -0.617 -1.212 1.731
C 21.04426 31.22544 9.81486 -0.097 -0.228 -0.353
C 15.29725 27.05003 14.59487 0.757 0.221 -1.269
H 18.20226 21.66657 15.78782 -0.417 0.660 1.043
H 22.58758 15.93708 10.02346 0.271 -0.025 0.199
C 24.20629 22.84925 10.25143 0.498 0.021 0.489
C 18.66873 28.45016 5.90618 0.936 0.093 -0.555
H 20.16452 31.48858 16.06033 0.193 -0.232 -0.076
H 17.91554 31.83381 5.76104 -0.458 0.051 -0.119
H 23.49817 14.02091 11.06435 0.263 -0.429 -0.156
H 8.49898 34.52754 19.31798 -0.406 -0.006 -0.020
C 15.64037 22.82808 15.89390 -0.452 0.736 -0.547
H 15.42439 26.86287 13.52862 -0.089 0.239 -0.122
H 22.95795 12.32913 11.42512 -0.120 0.191 0.025
C 18.25961 31.84411 6.79526 0.345 -0.789 -0.350
H 15.59680 23.07023 16.95576 -0.107 -0.857 0.213
H 18.12567 29.45298 9.51768 -0.081 0.400 -0.225
C 20.08774 16.28600 9.94802 -0.426 -0.858 -0.147
H 11.54331 32.02435 17.16151 -0.043 -0.207 -0.124
H 20.91942 31.30922 10.89444 -0.269 -0.012 -0.019
H 17.72425 21.63907 14.23314 -0.776 0.609 -0.723
P 8.99904 31.76324 18.38206 -0.608 0.614 -0.764
H 14.15117 25.37408 16.68408 0.086 -0.350 0.280
H 20.20398 12.60977 12.59102 -0.214 -0.380 0.048
H 20.70685 12.02416 10.97188 0.015 0.087 -0.004
H 22.06256 30.87159 9.65379 -0.131 -0.156 -0.202
N 8.40843 20.36390 11.03101 -2.129 0.903 -0.242
H 19.18183 26.15585 13.17457 -0.707 -0.454 0.232
C 8.72801 29.06364 17.81981 -0.156 0.026 -0.056
O 7.43128 20.91074 10.46714 2.129 -0.461 0.702
H 20.33227 31.20728 4.83520 -0.167 0.616 -0.738
C 17.92130 22.37723 15.01057 0.160 0.696 0.013
N 20.00494 16.21706 11.42101 0.322 -3.319 -2.432
C 18.65021 30.72664 17.38516 0.628 0.250 -0.500
H 21.95594 23.64483 11.39926 -0.307 0.219 0.029
H 9.44857 28.76818 18.58242 0.137 0.132 -0.185
H 26.18230 26.74192 13.54571 0.117 -0.072 0.082
H 22.11426 17.25654 14.00436 0.069 -0.461 -0.084
H 23.69897 23.54484 9.58293 0.190 0.056 -0.311
H 22.85225 17.61848 10.53042 0.097 0.155 -0.647
C 24.18864 23.36230 15.00274 -0.005 1.195 -0.326
N 19.64641 31.42872 6.79526 2.393 -2.046 0.537
H 23.79821 17.27597 13.47017 0.098 0.312 0.042
H 23.15486 13.59350 12.71675 0.590 -0.651 0.148
H 19.52587 13.34676 11.13727 -0.066 -0.121 -0.041
H 9.64031 33.92816 20.43479 0.078 0.267 0.689
P 25.11099 24.18154 12.49274 0.444 -1.481 1.754
H 20.03463 18.12771 12.08230 0.076 0.697 -0.096
C 10.79715 23.29674 11.20259 -0.163 -1.267 0.564
N 8.06358 30.33246 18.14257 0.508 0.083 0.744
C 19.27493 27.33073 7.97704 1.074 0.677 -0.175
H 17.34069 29.90906 18.95467 -0.241 0.178 -0.418
H 10.57061 31.19613 20.97299 -0.150 0.291 0.048
O 20.77545 15.22842 13.75156 0.244 0.634 -1.704
P 20.24908 29.90271 7.60004 -2.094 1.254 0.601
N 15.65745 25.83830 15.28736 -0.855 -0.717 -1.094
H 9.17259 29.04077 16.82486 0.402 0.291 -0.077
H 18.90379 27.49505 14.30361 0.321 0.266 -0.218
H 15.56732 21.78402 15.58940 0.035 -0.089 0.622
H 15.10034 26.80686 17.04239 -0.088 0.294 -0.161
H 20.08884 26.80875 7.47384 -0.090 -0.678 -0.030
C 12.00342 22.61189 11.47612 -0.635 0.727 -0.176
H 18.25596 31.31098 9.54587 -0.699 -0.168 -0.119
H 12.99158 20.67004 11.62691 0.086 0.160 0.510
H 26.17783 21.67278 13.38097 -0.216 -0.990 0.542
O 26.42002 24.20360 11.80923 -0.357 -0.161 -0.047
N 23.98030 23.24284 11.64846 1.347 0.683 -0.257
N 10.58634 31.27840 18.86779 -0.669 0.715 -1.278
H 22.45168 23.33043 13.08831 -0.062 0.026 -0.225
H 15.97572 27.85917 14.86516 0.224 0.290 0.094
H 25.09982 26.15829 14.85666 0.359 -0.619 -0.163
H 11.86641 30.32944 20.25455 0.070 0.055 -0.426
C 7.71138 31.70291 20.83907 -0.647 -0.622 0.020
C 12.06300 21.22035 11.59113 -0.159 1.401 -0.751
H 18.83535 17.21121 12.88386 -0.038 -0.619 -0.041
H 8.00219 28.25263 17.76025 -0.307 0.149 0.339
H 20.96020 32.20708 9.34859 -0.026 0.314 0.119
N 20.06106 30.30211 9.24642 -0.468 -1.604 -1.066
H 18.59605 17.65374 11.18654 -0.120 0.026 0.102
H 14.76739 23.31089 15.45469 -0.127 0.046 -0.086
N 16.84833 23.39672 15.33305 1.413 -0.770 -0.174
H 19.38892 27.82380 5.37980 0.278 -0.014 -0.380
N 18.28719 25.70609 15.16068 -1.216 -2.081 -1.523
C 26.26227 22.33834 14.24003 1.077 1.120 -1.788
H 27.25933 22.74325 14.06668 0.130 0.393 -0.058
H 23.78739 24.37575 15.00082 -0.789 -0.133 0.013
C 22.86916 13.38373 11.68599 -0.416 1.290 0.618
H 23.83118 21.84659 10.04633 -0.438 -0.086 0.327
H 10.90464 19.47807 11.74676 -0.305 -0.238 -0.483
C 20.69913 29.99418 19.04854 0.853 -0.140 -0.048
H 6.05573 29.55813 18.25891 0.516 -0.600 0.079
H 23.26924 25.88542 11.04451 0.048 -0.368 0.289
H 18.85198 22.87839 14.74456 -0.145 0.207 -0.087
H 20.59146 15.44513 9.47125 0.108 -0.254 0.534
N 8.31895 32.47395 19.77637 0.328 -0.772 -0.703
C 25.15169 26.53829 13.83637 -0.070 0.120 0.392
H 17.68791 31.11210 7.36571 -0.242 0.238 -0.044
O 16.77940 24.76292 13.05376 0.411 1.010 2.551
H 7.90794 32.11152 21.83028 0.096 0.310 -0.103


# 3
13
Properties=species:S:1:pos:R:3:forces:R:3 method="wB97M-V/def2-TZVPD" lumo_ev=-0.26 spin_multiplicity=1 homo_ev=-8.97 relative_energy_kj_mol=220.6 gap_ev=8.7
H 2.96242 1.43418 -0.89193 -0.208 0.035 0.473
H -3.00887 0.42229 -0.85875 0.081 -0.595 0.040
H 0.87162 -0.63609 1.91888 -0.781 1.850 -2.044
N 0.33528 -0.14179 1.11433 -0.171 -1.396 0.890
N -1.49477 -0.97360 -0.25826 -2.598 0.636 -1.338
H -1.41782 0.46848 -1.70486 -0.773 0.590 1.454
H -0.47811 -2.12705 0.99146 0.695 0.598 -0.452
C 2.45946 0.66464 -0.28372 -1.197 2.247 -0.837
S 0.89212 1.31437 0.36335 1.321 -2.771 0.692
C -0.54917 -1.13116 0.49773 2.028 0.205 2.784
S 3.05157 -0.79104 -0.26452 0.324 -1.337 0.405
H -1.69026 1.15573 0.06206 0.000 -0.738 -0.977
C -1.93347 0.34104 -0.68576 1.279 0.677 -1.089


# 4
24
Properties=species:S:1:pos:R:3:forces:R:3 method="wB97M-V/def2-TZVPD" lumo_ev=0.18 spin_multiplicity=1 smiles="CCNC(=S)SSC(=S)NCC" homo_ev=-8.39 relative_energy_kj_mol=0.0 gap_ev=8.6
H -1.57212 2.11561 -3.22570 0.462 0.033 -0.079
H 1.36838 -3.08878 2.18571 -0.115 -0.070 -0.185
H 2.54056 -2.99758 3.50196 -0.094 0.176 -0.396
S -0.70405 -1.60232 -0.79950 -0.017 0.281 -0.024
C 2.04437 -1.07532 2.65300 -1.189 -0.448 0.442
H -3.03646 -0.34446 -1.28684 0.226 0.126 0.028
S 0.04534 1.35406 -0.71971 0.044 -0.044 0.009
H -3.00891 3.13343 -3.17026 0.092 -0.208 0.137
N -2.35782 0.40515 -1.20312 0.129 -0.187 0.057
C -2.61612 2.12941 -2.96282 -0.646 -0.103 -0.675
C 2.26712 -2.57955 2.51557 0.301 -0.014 0.609
H -3.13462 1.42594 -3.65036 0.233 0.345 0.529
N 1.65926 -0.45601 1.39438 0.472 0.191 -0.230
S 4.19237 -0.11759 0.56456 -0.181 -0.012 -0.018
H 2.94561 -0.62398 3.01339 0.456 0.474 0.119
H 1.21833 -0.86475 3.38275 0.729 -0.158 -0.584
H 3.09440 -2.77702 1.83063 -0.162 -0.007 -0.021
C -2.81143 1.75519 -1.50914 -0.543 0.379 0.609
S 1.92311 0.61013 -1.05824 -0.082 -0.101 0.171
H -3.89147 1.75908 -1.25191 0.629 0.176 -0.087
C 2.54719 -0.05208 0.48355 -0.343 -0.051 0.196
C -1.10798 -0.00358 -0.95145 -0.015 -0.320 -0.040
H -2.30565 2.48253 -0.83318 -0.386 -0.497 -0.453
H 0.70058 -0.58750 1.09671 0.000 0.041 -0.115